The following is a DFT calculation (the ωB97M-V functional and the def2-TZVPD basis) of a molecular structure, C2H4BrClO2S at a distorted geometry.

Cartesian coordinates (Å):
C -0.40 -0.88 -1.09
C 0.96 0.60 0.81
O -1.54 1.31 -0.19
O -1.24 -0.56 1.34
S -0.75 0.19 0.25
Cl 0.73 0.95 2.59
Br 1.68 1.93 -0.31
H -1.15 -1.69 -1.33
H -0.35 -0.20 -1.97
H 0.55 -1.28 -0.75
H 1.52 -0.36 0.65

## Properties
Highest occupied orbital energy = -10.660 eV
E_LUMO = 0.013 Eh
Max |F| = 1.74 eV/Å

Atom charges from the natural (NBO) analysis, given in e for atoms 1 to 2: atom 1 (C): -0.9051, atom 2 (C): -0.5907

The following is a DFT calculation (the ωB97M-V functional and the def2-TZVPD basis) of a molecular structure, C2H4BrF2N at a distorted geometry.

Cartesian coordinates (Å):
C -0.55 0.07 -0.38
C 0.83 0.48 0.08
N -1.34 -0.92 0.42
F 1.42 1.82 -0.87
F 1.02 1.01 1.26
Br 2.03 -0.86 -0.26
H -0.33 -0.28 -1.47
H -1.21 0.90 -0.46
H -0.78 -1.79 0.39
H -1.11 -0.44 1.29

## Properties
Highest occupied orbital energy = -11.133 eV
E_LUMO = 0.018 Eh
Max |F| = 4.19 eV/Å

Atom charges from the natural (NBO) analysis, given in e for atoms 1 to 2: atom 1 (C): -0.3463, atom 2 (C): 0.5836

The following is a DFT calculation (the ωB97M-V functional and the def2-TZVPD basis) of C2H4BrFO in the gas phase at a distorted geometry.

Cartesian coordinates (Å):
C -0.04 0.44 0.32
C 0.81 -0.66 0.04
O 0.58 -1.07 -1.20
F 0.97 -1.71 0.88
Br 2.69 0.27 0.02
H 0.15 0.88 1.31
H 0.32 1.32 -0.35
H -1.07 0.20 0.18
H 0.71 -1.94 -1.55

## Properties
SMILES = C[C@](O)(F)Br
Highest occupied orbital energy = -10.026 eV
E_LUMO = 0.024 Eh
Max |F| = 4.39 eV/Å

Atom charges from the natural (NBO) analysis, given in e for atoms 1 to 2: atom 1 (C): -0.7156, atom 2 (C): 0.6949

The following is a DFT calculation (the ωB97M-V functional and the def2-TZVPD basis) of a molecular structure, C2H4BrNOS at a distorted geometry.

Cartesian coordinates (Å):
C -3.38 0.25 0.48
C -0.18 1.00 0.40
N -2.86 1.16 -0.12
O -4.06 -0.46 1.10
S 0.75 -0.41 0.57
Br 1.15 2.27 -0.28
H -0.39 1.41 1.36
H 0.74 -0.86 -0.64
H -1.92 1.30 -0.39
H -0.26 -1.22 0.82

## Properties
Highest occupied orbital energy = -8.141 eV
E_LUMO = 0.000 Eh
Max |F| = 2.22 eV/Å

Atom charges from the natural (NBO) analysis, given in e for atoms 1 to 2: atom 1 (C): 0.8297, atom 2 (C): -0.8968